Entry 1:
C4H8N2O | ωB97M-V/def2-TZVPD

Structure (XYZ):
```
15
Properties=species:S:1:pos:R:3:forces:R:3
H 1.870344 -0.177699 -2.145116 -0.024 -0.063 0.026
N 1.030150 0.955642 -0.502281 0.039 0.138 -0.304
H 1.021142 0.046998 2.089787 -0.073 -0.004 -0.191
H 0.623658 -1.125403 -1.183807 0.047 0.169 0.040
C 0.105786 0.995463 -1.434078 0.527 0.259 -0.022
H -0.065628 1.403873 1.467716 -0.021 -0.075 0.031
H -0.235318 1.841082 -2.019840 -0.095 -0.037 0.157
C -0.686958 -0.539763 0.933541 0.193 0.120 0.019
O -1.590884 -0.125711 0.069820 0.057 -0.091 -0.125
C 0.205458 0.361489 1.446202 -0.216 -0.013 0.279
H -1.397539 -2.439812 0.841084 0.045 0.127 -0.027
H -1.040254 0.407962 -0.723651 -0.601 -0.309 0.526
H -0.155473 -2.235734 1.958148 -0.056 0.160 -0.161
N -0.568919 -1.920061 1.091283 -0.049 0.014 -0.024
C 1.001763 -0.152348 -1.492996 0.225 -0.395 -0.223
```
Positions in Å, forces in eV/Å.

Output
- Gap between HOMO and LUMO (spin up / spin down): 8.43 / 8.43 eV
- Energy above the lowest of the compared OMol25 structures with the same formula, charge and spin: 488.3 kJ/mol
- SMILES: C=C(N)O.C1=NC1
- LUMO (spin up / spin down): 0.48 / 0.49 eV

Computed Mulliken charges, given in elementary charges:
1. H 0.252
2. N -0.364
3. H 0.287
4. H 0.174
5. C -0.205
6. H 0.268
7. H 0.371
8. C 0.316
9. O -0.573
10. C -0.520
11. H 0.243
12. H 0.301
13. H 0.209
14. N -0.449
15. C -0.308

=====

Entry 2:
C4H8N2O | ωB97M-V/def2-TZVPD

Structure (XYZ):
```
15
Properties=species:S:1:pos:R:3:forces:R:3
N -2.041813 0.476127 -1.703438 0.188 -0.412 -0.403
H -1.879274 1.388188 0.890733 -0.227 -0.894 -0.311
H 1.118427 0.667443 -0.745955 -0.284 0.301 0.241
C -0.443328 -0.241184 0.184477 -0.743 0.486 1.128
C -1.042986 0.819727 1.316516 -0.300 0.079 0.029
C -1.290894 -0.000101 -0.973462 -1.002 0.761 -0.276
H 0.293700 2.048757 0.940395 -0.201 0.435 1.651
H 2.133970 -0.887809 -1.732058 -0.049 0.013 0.209
O -0.189653 1.830942 1.783832 1.967 -0.038 -2.141
N 0.952304 -0.140155 -0.161307 0.090 0.421 -0.108
C 1.497970 -1.261256 -0.923121 0.617 -0.512 -0.050
H -1.369422 0.350540 2.244016 -0.125 -0.707 -0.406
H 2.127104 -1.839867 -0.257413 0.179 -0.314 0.031
H -0.671578 -1.246172 0.539192 0.275 -0.013 0.200
H 0.805473 -1.965181 -1.402408 -0.385 0.395 0.205
```
Positions in Å, forces in eV/Å.

Output
- Gap between HOMO and LUMO: 10.66 eV
- Energy above the lowest of the compared OMol25 structures with the same formula, charge and spin: 274.9 kJ/mol
- SMILES: CN[C@H](C#N)CO
- LUMO: 0.70 eV

Computed Mulliken charges, given in elementary charges:
1. N -0.464
2. H 0.293
3. H 0.312
4. C 0.048
5. C -0.555
6. C 0.320
7. H 0.313
8. H 0.329
9. O -0.495
10. N -0.400
11. C -0.890
12. H 0.300
13. H 0.302
14. H 0.284
15. H 0.304

=====

Entry 3:
C4H8N2O | ωB97M-V/def2-TZVPD

Structure (XYZ):
```
15
Properties=species:S:1:pos:R:3:forces:R:3
H 1.804360 1.445175 0.717704 0.084 -0.095 -0.008
C 1.413520 0.245761 -0.766551 -0.182 -0.137 -0.254
H -0.884756 -0.911357 1.442221 -0.007 0.108 -0.169
H 0.896773 1.078405 -1.264439 0.058 -0.100 0.092
N -0.481219 2.174115 1.377859 -0.079 -1.082 -0.383
H 0.965062 -1.549861 0.286653 -0.080 0.094 -0.061
C -0.801654 -0.301336 0.527954 0.185 0.011 0.082
H -2.815474 -0.014918 0.244994 0.083 0.010 -0.090
C -0.613148 1.087935 1.000615 0.101 0.914 0.345
H -0.001352 -1.319736 -1.179166 0.064 0.059 0.122
C 0.410268 -0.810551 -0.299510 0.042 -0.037 0.029
H -2.197689 -1.284595 -0.572548 0.026 0.128 -0.012
N -2.012019 -0.324386 -0.295530 -0.149 -0.141 0.091
H 2.077388 -0.214487 -1.505569 -0.104 0.052 0.081
O 2.239944 0.699839 0.285318 -0.042 0.215 0.136
```
Positions in Å, forces in eV/Å.

Output
- Gap between HOMO and LUMO: 11.02 eV
- Energy above the lowest of the compared OMol25 structures with the same formula, charge and spin: 161.3 kJ/mol
- SMILES: N#C[C@@H](N)CCO
- LUMO: 0.74 eV

Computed Mulliken charges, given in elementary charges:
1. H 0.343
2. C -0.719
3. H 0.204
4. H 0.367
5. N -0.484
6. H 0.304
7. C 0.662
8. H 0.255
9. C -0.015
10. H 0.365
11. C -0.616
12. H 0.242
13. N -0.730
14. H 0.369
15. O -0.547

=====

Entry 4:
C4H8N2O | ωB97M-V/def2-TZVPD

Structure (XYZ):
```
15
Properties=species:S:1:pos:R:3:forces:R:3
H 1.540285 1.789492 -0.262224 0.085 -0.159 0.085
H -1.442295 1.267571 -1.244811 -0.181 -0.161 0.042
N 1.264077 0.039929 0.851049 1.167 -3.365 0.291
O -0.833189 -1.258241 -1.568504 0.774 -0.188 1.808
H -2.163905 1.953907 0.321851 -0.058 -0.097 -0.044
H 1.223438 0.344651 -1.247435 0.076 -0.100 0.080
C 1.737593 0.719289 -0.355136 -0.538 0.165 -0.326
N 1.358265 -1.236101 0.723233 0.686 2.976 -0.060
C -0.884719 -1.257645 -0.346387 -2.845 1.659 -1.134
H -1.663340 -0.173532 1.472489 0.283 0.056 0.114
H 2.809941 0.540164 -0.472943 -0.158 0.004 0.115
C -1.366549 -0.000161 0.445139 -0.338 -0.367 -1.541
H 1.197955 -1.688111 1.630582 -0.525 0.414 0.158
H -1.065365 -2.161135 0.256367 0.863 -0.399 -0.145
C -1.712191 1.119925 -0.203269 0.708 -0.439 0.558
```
Positions in Å, forces in eV/Å.

Output
- Gap between HOMO and LUMO: 9.63 eV
- Energy above the lowest of the compared OMol25 structures with the same formula, charge and spin: 432.8 kJ/mol
- SMILES: [H]/N=N/C.C=CC=O
- LUMO: 0.09 eV

Computed Mulliken charges, given in elementary charges:
1. H 0.238
2. H 0.247
3. N -0.029
4. O -0.498
5. H 0.281
6. H 0.242
7. C -0.504
8. N -0.450
9. C 0.051
10. H 0.317
11. H 0.302
12. C -0.098
13. H 0.242
14. H 0.327
15. C -0.669

=====

Entry 5:
C4H8N2O | ωB97M-V/def2-TZVPD

Structure (XYZ):
```
15
Properties=species:S:1:pos:R:3:forces:R:3
H 1.820888 1.063802 -0.293308 -0.068 0.027 -0.079
H -0.228607 -0.194678 2.496078 0.136 0.261 0.110
C 0.488616 -0.330865 -1.292252 0.215 0.056 -0.094
N 0.253573 -0.170411 1.601706 0.224 0.521 0.144
H -1.859458 0.789116 -0.114179 -0.431 0.069 -0.172
H -1.766413 0.103493 -0.388626 -0.364 0.243 -0.006
N -0.339400 -1.369098 -0.730079 0.193 -0.448 0.436
H 1.451335 -0.779320 -1.547849 -0.048 0.104 -0.038
C -0.315725 -1.923827 0.359489 -0.214 -0.680 -0.256
H 0.018716 -0.029078 -2.233441 0.073 -0.049 0.191
O -0.485382 -2.676727 1.246031 -0.014 0.294 -0.592
H 0.395402 1.844974 -0.968185 0.015 -0.202 0.140
C 0.740686 0.954125 -0.431619 0.037 0.022 0.092
H -0.328541 1.809174 1.345452 -0.026 -0.053 -0.075
C 0.154310 0.909320 0.950783 0.271 -0.165 0.198
```
Positions in Å, forces in eV/Å.

Output
- Gap between HOMO and LUMO: 10.68 eV
- Energy above the lowest of the compared OMol25 structures with the same formula, charge and spin: 293.3 kJ/mol
- SMILES: [H]/N=C/CCN=C=O.[H][H]
- LUMO: 0.99 eV

Computed Mulliken charges, given in elementary charges:
1. H 0.309
2. H 0.227
3. C -0.427
4. N -0.489
5. H 0.072
6. H -0.043
7. N -0.602
8. H 0.342
9. C 0.806
10. H 0.305
11. O -0.482
12. H 0.236
13. C -0.358
14. H 0.463
15. C -0.358

=====

Entry 6:
C4H8N2O | ωB97M-V/def2-TZVPD

Structure (XYZ):
```
15
Properties=species:S:1:pos:R:3:forces:R:3
H 0.232875 0.689196 -3.257077 -0.157 -0.933 0.062
N -0.125445 1.135600 1.544016 0.118 -0.249 0.428
H 0.221962 -0.341975 -1.350583 -0.080 1.547 -3.748
C -0.925687 -0.908290 1.066941 0.376 -0.282 -0.879
C 0.892278 0.434600 0.961912 -1.099 -1.139 -0.934
N -1.753584 -1.853474 1.170926 -0.056 0.094 0.486
H 1.872480 0.871504 0.918516 0.133 0.113 -0.093
O -1.282557 0.339388 1.533932 -0.074 0.449 -0.137
C 0.298436 0.610435 -2.176846 -0.081 -1.903 3.174
C 0.428111 -0.777185 0.492795 0.728 0.717 3.012
H 1.270924 0.925458 -1.820345 0.245 0.698 -0.180
H -0.344265 2.092748 1.303692 -0.036 -0.073 -0.092
H -0.487276 1.179723 -1.695471 -0.042 0.756 -0.171
H -1.354233 -2.751313 0.918091 0.000 0.206 -0.336
H 1.055983 -1.646414 0.389501 0.023 -0.001 -0.592
```
Positions in Å, forces in eV/Å.

Output
- Gap between HOMO and LUMO: 9.15 eV
- Energy above the lowest of the compared OMol25 structures with the same formula, charge and spin: 449.5 kJ/mol
- SMILES: [H]/N=c1\cc[nH]o1.C
- LUMO: 0.68 eV

Computed Mulliken charges, given in elementary charges:
1. H 0.343
2. N -0.070
3. H 0.128
4. C 0.611
5. C -0.494
6. N -0.757
7. H 0.443
8. O -0.284
9. C -0.923
10. C -0.346
11. H 0.228
12. H 0.266
13. H 0.223
14. H 0.228
15. H 0.403

=====

Entry 7:
C4H8N2O | ωB97M-V/def2-TZVPD

Structure (XYZ):
```
15
Properties=species:S:1:pos:R:3:forces:R:3
H 0.964577 -1.817057 0.295831 -0.139 0.102 -0.027
H -0.190328 -1.359906 -2.029101 0.001 0.069 0.117
C -0.099689 0.566671 -1.505094 -0.014 -0.039 0.119
N 0.032516 1.402366 -0.420259 0.023 0.052 -0.228
H 0.136680 2.373257 -0.665211 0.019 -0.086 0.001
C -0.029082 -1.384015 0.104962 0.007 -0.039 0.153
H 0.214638 1.716706 1.619549 -0.027 -0.170 -0.077
N -0.076662 -0.776923 -1.214764 -0.060 0.122 -0.200
C 0.429946 0.931191 0.888506 -0.006 -0.131 0.143
H -0.754475 -2.205235 0.148731 0.117 0.118 -0.006
H -0.111900 -0.746258 2.166095 -0.019 0.065 -0.154
H -1.426012 -0.112363 1.151376 0.141 -0.025 0.026
H 1.508795 0.716481 0.946121 -0.109 0.056 -0.044
O -0.245319 0.986731 -2.642927 0.060 -0.086 0.169
C -0.355510 -0.345323 1.176781 0.005 -0.009 0.008
```
Positions in Å, forces in eV/Å.

Output
- Gap between HOMO and LUMO: 10.25 eV
- Energy above the lowest of the compared OMol25 structures with the same formula, charge and spin: 4.8 kJ/mol
- SMILES: O=C1NCCCN1
- LUMO: 0.85 eV

Computed Mulliken charges, given in elementary charges:
1. H 0.264
2. H 0.209
3. C 0.333
4. N -0.158
5. H 0.221
6. C -0.516
7. H 0.364
8. N -0.133
9. C -0.518
10. H 0.315
11. H 0.333
12. H 0.305
13. H 0.241
14. O -0.676
15. C -0.584

=====

Entry 8:
C4H8N2O | ωB97M-V/def2-TZVPD

Structure (XYZ):
```
15
Properties=species:S:1:pos:R:3:forces:R:3
C 0.604456 2.259609 -0.291236 -0.161 0.106 0.285
N 0.127828 -1.578705 0.887635 -1.590 1.485 0.770
O 2.110539 -0.895374 -0.802014 -0.825 0.513 1.451
H 0.143121 -1.378882 1.880561 -0.031 -0.302 -0.216
H 1.109945 2.861056 -1.048389 -0.024 -0.051 -0.187
C -1.149915 -1.233664 0.281897 0.597 -4.801 2.085
H 1.278815 2.271284 0.562721 -0.243 0.027 0.258
H -0.091546 0.845524 -1.784244 -0.059 -0.763 0.050
H -2.950694 -1.691078 0.805640 -0.487 1.220 -0.890
C 1.268436 -0.114654 -0.538602 -0.154 1.460 -3.916
H -0.331560 2.768861 -0.059946 0.096 0.011 0.278
H -1.226311 -1.711026 -0.706580 0.057 0.767 -0.184
C 0.355823 0.855758 -0.796992 2.057 -0.053 0.609
N -2.146744 -1.140760 1.087194 1.398 0.152 0.027
H 0.897806 -2.117949 0.522355 -0.631 0.229 -0.420
```
Positions in Å, forces in eV/Å.

Output
- Gap between HOMO and LUMO: 8.55 eV
- Energy above the lowest of the compared OMol25 structures with the same formula, charge and spin: 458.4 kJ/mol
- SMILES: [H]/N=C/N.CC=C=O
- LUMO: 0.33 eV

Computed Mulliken charges, given in elementary charges:
1. C -1.161
2. N -0.526
3. O -0.425
4. H 0.200
5. H 0.294
6. C 0.192
7. H 0.347
8. H 0.309
9. H 0.267
10. C 0.654
11. H 0.292
12. H 0.356
13. C -0.332
14. N -0.720
15. H 0.254

=====

Entry 9:
C4H8N2O | ωB97M-V/def2-TZVPD

Structure (XYZ):
```
15
Properties=species:S:1:pos:R:3:forces:R:3
H -0.020501 0.888609 1.585803 0.022 -0.042 0.037
H 2.911656 1.086728 -0.459418 -0.124 0.078 -0.038
N 2.291185 0.923115 0.317185 0.400 -0.227 -0.168
C -2.733183 0.019287 0.087660 0.034 -0.024 0.047
H -0.986971 -0.804482 -1.074062 -1.628 1.840 2.202
H 0.360282 -1.214932 -1.183449 3.701 0.604 0.785
H 2.048696 1.752243 0.833914 -0.022 -0.132 0.048
H -3.316510 -0.162158 0.977479 0.159 0.346 0.295
N 1.405690 -0.936454 -0.839728 -2.374 -1.700 -1.145
C 0.115553 0.088465 0.870013 2.589 -0.305 1.010
H -3.203040 0.542965 -0.725884 -0.040 -0.182 -0.273
C 1.308748 -0.033189 0.162376 -2.190 1.523 0.700
O -0.763080 -1.012084 1.027772 -0.204 0.990 -0.804
H 2.058423 -0.719948 -1.583668 -0.234 -0.091 0.087
C -1.476947 -0.418166 0.004007 -0.089 -2.676 -2.784
```
Positions in Å, forces in eV/Å.

Output
- Gap between HOMO and LUMO: 7.79 eV
- Energy above the lowest of the compared OMol25 structures with the same formula, charge and spin: 449.8 kJ/mol
- LUMO: 0.73 eV

Computed Mulliken charges, given in elementary charges:
1. H 0.290
2. H 0.194
3. N -0.484
4. C -0.903
5. H -0.071
6. H 0.235
7. H 0.209
8. H 0.275
9. N -0.527
10. C -0.356
11. H 0.248
12. C 0.646
13. O -0.348
14. H 0.235
15. C 0.358

=====

- Which formula does entry 1 have?
  C4H8N2O

=====

Copy entry 2 word for word.
C4H8N2O | ωB97M-V/def2-TZVPD

Structure (XYZ):
```
15
Properties=species:S:1:pos:R:3:forces:R:3
N -2.041813 0.476127 -1.703438 0.188 -0.412 -0.403
H -1.879274 1.388188 0.890733 -0.227 -0.894 -0.311
H 1.118427 0.667443 -0.745955 -0.284 0.301 0.241
C -0.443328 -0.241184 0.184477 -0.743 0.486 1.128
C -1.042986 0.819727 1.316516 -0.300 0.079 0.029
C -1.290894 -0.000101 -0.973462 -1.002 0.761 -0.276
H 0.293700 2.048757 0.940395 -0.201 0.435 1.651
H 2.133970 -0.887809 -1.732058 -0.049 0.013 0.209
O -0.189653 1.830942 1.783832 1.967 -0.038 -2.141
N 0.952304 -0.140155 -0.161307 0.090 0.421 -0.108
C 1.497970 -1.261256 -0.923121 0.617 -0.512 -0.050
H -1.369422 0.350540 2.244016 -0.125 -0.707 -0.406
H 2.127104 -1.839867 -0.257413 0.179 -0.314 0.031
H -0.671578 -1.246172 0.539192 0.275 -0.013 0.200
H 0.805473 -1.965181 -1.402408 -0.385 0.395 0.205
```
Positions in Å, forces in eV/Å.

Output
- Gap between HOMO and LUMO: 10.66 eV
- Energy above the lowest of the compared OMol25 structures with the same formula, charge and spin: 274.9 kJ/mol
- SMILES: CN[C@H](C#N)CO
- LUMO: 0.70 eV

Computed Mulliken charges, given in elementary charges:
1. N -0.464
2. H 0.293
3. H 0.312
4. C 0.048
5. C -0.555
6. C 0.320
7. H 0.313
8. H 0.329
9. O -0.495
10. N -0.400
11. C -0.890
12. H 0.300
13. H 0.302
14. H 0.284
15. H 0.304